A structure of composition C8H16MnO4. Source: the Open Molecules 2025 dataset; level of theory: the ωB97M-V functional and the def2-TZVPD basis.

Properties
* charge: +1
* HOMO energy (spin up / spin down): -11.7687 / -12.8037 eV
* multiplicity: 7
* total energy: -48056.06809 eV

Geometry as XYZ:
```
29
C8H16MnO4, DFT the ωB97M-V functional and the def2-TZVPD basis
C -2.489 0.863 -1.266
C -1.529 1.744 -1.002
O -0.555 1.485 -0.061
C 0.561 2.390 0.008
C 1.289 2.098 1.296
O 1.468 0.683 1.387
C 2.398 0.276 2.390
H -2.629 -0.028 -0.648
H -3.187 1.075 -2.074
H -1.391 2.685 -1.538
H 0.203 3.426 0.008
H 1.207 2.220 -0.864
H 0.718 2.443 2.170
H 2.268 2.596 1.283
H 2.413 -0.819 2.397
H 3.395 0.662 2.140
H 2.079 0.655 3.371
O -1.379 -1.676 0.888
C -1.407 -2.542 -0.197
C -0.026 -2.663 -0.832
O 0.504 -1.328 -1.026
C 0.435 -0.783 -2.279
Mn -0.093 -0.347 0.674
H -2.115 -2.190 -0.976
H -1.727 -3.563 0.085
H -0.035 -3.192 -1.793
H 0.674 -3.159 -0.148
H 1.408 -0.558 -2.712
H -0.404 -1.097 -2.901
```

Mulliken atomic charge list, values in e, 6 entries: number 1, C, carries -0.93; number 2, C, carries 0.06; number 3, O, carries -0.07; number 4, C, carries -0.59; number 5, C, carries -0.40; number 6, O, carries -0.32